w:
ORCA calculation (ωB97M-V with the def2-TZVPD basis set) on 16 unconnected molecules or ions with the total composition C4H39NO16.

```
60
C4H39NO16 ωB97M-V with the def2-TZVPD basis set
O -0.691 0.516 -1.358
C 0.210 0.270 -0.573
C 1.053 -0.946 -0.700
C 2.277 -1.066 0.229
C 2.018 -1.840 1.522
N 3.262 -2.002 2.311
H 0.190 0.798 0.380
H 0.366 -1.728 -0.365
H 1.349 -0.990 -1.763
H 2.667 -0.128 0.596
H 2.989 -1.666 -0.353
H 1.271 -1.375 2.163
H 1.573 -2.812 1.304
H 3.559 -2.951 2.142
H 4.019 -1.349 2.196
H -0.647 1.977 1.535
H -1.521 2.935 2.431
O -1.120 2.809 1.568
H 4.050 2.305 -1.155
H 2.992 2.102 -0.155
O 3.356 1.666 -0.949
H -4.215 0.173 -1.287
H -4.321 1.482 -0.449
O -4.652 0.571 -0.525
H -3.226 3.972 -0.361
H -2.412 2.849 0.208
O -3.258 3.019 -0.236
H -2.630 -1.957 1.252
H -1.536 -2.496 0.170
O -1.744 -2.333 1.089
H -4.483 -0.708 0.606
H -4.868 -2.241 0.513
O -4.436 -1.588 1.066
H -1.386 -0.729 4.016
H -1.755 -0.866 2.430
O -1.361 -0.347 3.141
H -0.021 -2.123 -4.724
H 0.592 -0.696 -4.358
O 0.732 -1.679 -4.329
H 2.257 1.297 3.764
H 0.865 1.128 3.179
O 1.512 1.804 3.417
H 2.285 0.094 -3.888
H 2.789 1.242 -2.969
O 2.260 1.047 -3.754
H 0.037 -3.910 -1.828
H 0.257 -2.561 -2.784
O -0.217 -3.024 -2.077
H 2.211 -1.394 4.208
H 1.089 -0.643 5.012
O 1.961 -0.557 4.618
H -0.106 1.249 -4.498
H -0.517 0.471 -3.190
O -0.622 0.505 -4.168
H -2.339 1.308 -2.052
H -2.865 0.696 -3.451
O -3.075 1.188 -2.661
H 1.501 2.753 2.020
H 0.809 3.392 0.775
O 1.664 3.085 1.097
```

As for the spin multiplicity: 1. The calculation puts the gap between HOMO and LUMO at 0.36753 hartree. As for the HOMO energy: -9.8173 eV.



x:
ORCA calculation (ωB97M-V with the def2-TZVPD basis set) on 15 unconnected molecules or ions with the total composition C4H39NO16.

```
60
C4H39NO16 ωB97M-V with the def2-TZVPD basis set
C -1.457 -2.066 3.136
O -2.141 -3.156 3.758
C -1.908 -1.996 1.659
C -2.068 -0.490 1.202
C -3.374 -0.502 0.353
O -0.952 -0.161 0.365
N -1.015 -2.787 0.865
H -0.379 -2.241 3.227
H -1.636 -1.138 3.681
H -2.918 -2.381 1.656
H -2.167 0.324 1.921
H -3.410 0.422 -0.239
H -4.179 -0.422 1.078
H -3.398 -1.312 -0.369
H -0.786 0.810 0.307
H -0.070 -2.780 1.237
H -0.824 -2.487 -0.077
H -1.542 -3.886 3.917
H 2.121 -4.701 -2.262
H 2.401 -4.044 -0.978
O 1.709 -4.060 -1.666
H 2.078 -0.696 -2.052
H 1.571 -2.175 -1.906
O 1.366 -1.249 -1.710
H 0.176 2.508 0.071
H -0.145 1.865 -1.341
O -0.558 2.234 -0.524
H -0.625 1.712 -3.595
H -0.250 0.385 -2.756
O 0.022 1.319 -2.984
H 3.015 -4.070 1.466
H 3.052 -2.604 1.111
O 2.706 -3.448 0.798
H -3.000 2.165 -4.664
H -2.514 2.765 -3.313
O -2.224 2.481 -4.202
H -1.932 2.877 -1.338
H -2.636 4.226 -1.259
O -2.722 3.364 -1.662
H 1.578 -0.114 3.242
H 0.215 0.524 3.134
O 1.004 0.539 3.650
H -0.759 -1.634 -2.353
H -1.148 -0.600 -1.223
O -1.214 -0.808 -2.185
H 3.135 1.532 -1.927
H 2.753 1.963 -0.527
O 3.364 1.371 -0.990
H 2.852 1.154 -4.390
H 1.620 1.240 -3.379
O 2.541 0.917 -3.516
H 1.287 3.149 4.184
H 0.456 4.519 3.761
O 1.181 3.917 3.624
H 1.775 1.898 1.571
H 1.958 3.472 1.360
O 1.710 2.636 0.955
H 2.775 0.159 0.929
H 1.622 -0.175 0.124
O 1.911 -0.265 1.047
```

As for the spin multiplicity: 1. The calculation puts the gap between HOMO and LUMO at 0.33061 hartree. As for the HOMO energy: -8.8887 eV.



x is the most stable structure; the next one sits 63.0 kJ/mol above it.



w:
ORCA calculation (ωB97M-V with the def2-TZVPD basis set) on 3 unconnected molecules or ions with the total composition C3H10O3S.

```
17
C3H10O3S ωB97M-V with the def2-TZVPD basis set
O -2.070 -0.217 1.229
C -1.989 -1.225 0.585
C -0.547 -1.544 0.184
C -0.103 -0.744 -1.110
S 0.306 1.025 -0.848
H -2.991 -1.737 0.209
H -0.253 -2.599 0.048
H 0.186 -1.056 0.900
H 0.745 -1.217 -1.584
H -0.891 -0.857 -1.805
H -0.476 1.730 -1.731
O -0.515 2.480 3.296
H -1.297 1.971 3.520
H -0.440 2.123 2.414
O 3.780 -1.240 -2.312
H 2.999 -0.860 -2.630
H 3.803 -0.998 -1.428
```

Its SMILES is O=CCCS.O.O. As for the spin multiplicity: 1. The calculation puts the gap between HOMO and LUMO at 0.36574 hartree. As for the HOMO energy: -9.5771 eV.



x:
ORCA calculation (ωB97M-V with the def2-TZVPD basis set) on 3 unconnected molecules or ions with the total composition C3H10O3S.

```
17
C3H10O3S ωB97M-V with the def2-TZVPD basis set
O -1.785 1.580 -1.922
C -0.747 1.458 -1.333
C -0.472 0.321 -0.341
C -1.241 0.788 0.919
S -0.834 -0.505 2.158
H -0.006 2.295 -1.465
H -0.920 -0.537 -0.839
H 0.573 0.114 -0.124
H -2.287 0.723 0.633
H -0.887 1.763 1.235
H -1.845 -0.433 3.015
O 5.454 -1.105 1.571
H 5.864 -0.298 1.875
H 4.770 -0.720 0.989
O -0.629 -1.422 -3.076
H -0.434 -1.580 -4.005
H -0.340 -0.501 -3.017
```

Its SMILES is O=CCCS.O.O. As for the spin multiplicity: 1. The calculation puts the gap between HOMO and LUMO at 0.36094 hartree. As for the HOMO energy: -9.3602 eV.



x is the most stable structure; the next one sits 48.0 kJ/mol above it.



w:
ORCA calculation (ωB97M-V with the def2-TZVPD basis set) on 9 unconnected molecules or ions with the total composition C18H36Cl18.

```
72
C18H36Cl18 ωB97M-V with the def2-TZVPD basis set
Cl -2.390 2.139 -0.033
C -1.369 0.674 -0.411
C 0.061 0.869 0.000
Cl 0.325 0.708 1.769
H -1.498 0.616 -1.485
H -1.844 -0.159 0.096
H 0.439 1.835 -0.325
H 0.668 0.094 -0.465
Cl 2.182 4.322 4.979
C 2.610 2.747 5.721
C 2.684 1.650 4.659
Cl 2.269 0.078 5.370
H 1.853 2.554 6.471
H 3.591 2.848 6.179
H 3.650 1.586 4.169
H 1.954 1.904 3.889
Cl 0.987 6.757 2.055
C 0.443 5.075 2.115
C -0.244 4.593 0.855
Cl 0.945 4.382 -0.458
H -0.226 4.973 2.967
H 1.280 4.397 2.266
H -1.034 5.238 0.467
H -0.769 3.643 0.971
Cl 0.931 2.155 -3.229
C -0.186 1.613 -4.536
C 0.713 1.399 -5.754
Cl -0.258 0.633 -7.068
H -0.837 2.463 -4.705
H -0.703 0.710 -4.240
H 1.514 0.719 -5.487
H 1.093 2.336 -6.140
Cl 3.035 -1.617 -4.862
C 2.786 -2.712 -3.483
C 1.320 -2.999 -3.247
Cl 0.444 -1.574 -2.646
H 3.253 -2.222 -2.631
H 3.277 -3.676 -3.620
H 1.218 -3.768 -2.483
H 0.874 -3.360 -4.172
Cl -5.889 -3.672 -2.411
C -4.306 -2.845 -2.476
C -4.500 -1.536 -3.206
Cl -2.997 -0.630 -3.272
H -3.554 -3.545 -2.829
H -3.992 -2.595 -1.460
H -5.229 -0.963 -2.632
H -4.941 -1.603 -4.199
Cl -3.952 -1.522 1.282
C -5.266 -2.639 1.666
C -4.973 -3.380 2.963
Cl -5.974 -4.850 3.142
H -5.277 -3.355 0.844
H -6.256 -2.193 1.711
H -5.265 -2.730 3.787
H -3.948 -3.702 3.108
Cl 2.155 -3.534 3.880
C 0.926 -3.047 2.672
C 1.309 -3.705 1.369
Cl -0.001 -3.554 0.150
H 0.888 -1.964 2.603
H -0.010 -3.421 3.075
H 1.491 -4.769 1.510
H 2.249 -3.330 0.969
Cl 4.108 3.684 1.866
C 3.700 2.590 0.531
C 4.477 1.282 0.531
Cl 3.626 0.221 -0.630
H 3.731 3.146 -0.401
H 2.654 2.330 0.699
H 4.496 0.802 1.502
H 5.481 1.410 0.137
```

Its SMILES is ClCCCl.ClCCCl.ClCCCl.ClCCCl.ClCCCl.ClCCCl.ClCCCl.ClCCCl.ClCCCl. As for the spin multiplicity: 1. The calculation puts the gap between HOMO and LUMO at 0.39534 hartree. As for the HOMO energy: -10.4510 eV.



x:
ORCA calculation (ωB97M-V with the def2-TZVPD basis set) on 9 unconnected molecules or ions with the total composition C18H36Cl18.

```
72
C18H36Cl18 ωB97M-V with the def2-TZVPD basis set
Cl -1.301 -4.642 1.476
C 0.041 -3.745 2.242
C 1.125 -4.683 2.718
Cl 0.727 -5.438 4.291
H -0.384 -3.170 3.062
H 0.463 -3.084 1.489
H 2.080 -4.170 2.795
H 1.209 -5.514 2.023
Cl 3.510 -4.731 -0.131
C 3.167 -3.534 -1.395
C 3.977 -2.267 -1.188
Cl 3.943 -1.300 -2.678
H 2.105 -3.304 -1.391
H 3.379 -3.978 -2.365
H 5.005 -2.475 -0.907
H 3.539 -1.671 -0.386
Cl 4.837 3.069 2.196
C 4.479 4.771 1.854
C 3.715 4.936 0.558
Cl 2.139 4.110 0.609
H 5.451 5.248 1.762
H 3.907 5.176 2.683
H 4.252 4.506 -0.287
H 3.576 5.988 0.314
Cl -3.437 -1.923 2.415
C -2.611 -0.371 2.231
C -2.966 0.601 3.318
Cl -4.724 0.849 3.530
H -2.803 0.034 1.240
H -1.540 -0.567 2.322
H -2.547 1.584 3.116
H -2.568 0.273 4.274
Cl -0.099 -1.615 -0.667
C 0.004 0.138 -0.962
C 1.367 0.730 -0.713
Cl 1.912 0.448 0.964
H -0.744 0.611 -0.323
H -0.366 0.316 -1.971
H 1.278 1.809 -0.826
H 2.137 0.356 -1.379
Cl -6.058 1.197 -3.687
C -4.597 1.917 -4.389
C -3.529 0.893 -4.632
Cl -2.936 0.187 -3.111
H -4.240 2.721 -3.748
H -4.876 2.374 -5.338
H -2.670 1.345 -5.122
H -3.928 0.087 -5.244
Cl -1.227 3.093 -1.596
C -1.513 4.845 -1.671
C -2.797 5.183 -2.380
Cl -2.694 4.810 -4.131
H -0.670 5.291 -2.197
H -1.489 5.263 -0.666
H -2.976 6.256 -2.330
H -3.656 4.671 -1.956
Cl 0.094 2.812 3.450
C 1.379 1.946 4.348
C 1.124 0.475 4.442
Cl -0.234 0.112 5.534
H 1.428 2.408 5.333
H 2.317 2.169 3.839
H 2.021 -0.025 4.802
H 0.862 0.080 3.465
Cl 0.750 -5.378 -3.812
C -0.070 -5.247 -2.235
C -1.561 -5.460 -2.320
Cl -1.963 -7.103 -2.875
H 0.155 -4.249 -1.869
H 0.354 -5.964 -1.533
H -2.045 -4.729 -2.964
H -1.987 -5.349 -1.324
```

Its SMILES is ClCCCl.ClCCCl.ClCCCl.ClCCCl.ClCCCl.ClCCCl.ClCCCl.ClCCCl.ClCCCl. As for the spin multiplicity: 1. The calculation puts the gap between HOMO and LUMO at 0.38255 hartree. As for the HOMO energy: -10.3155 eV.



x is the most stable structure; the next one sits 17.2 kJ/mol above it.



w:
ORCA calculation (ωB97M-V with the def2-TZVPD basis set) on a gas-phase ion, C2H3N2O (charge +1).

```
8
C2H3N2O ωB97M-V with the def2-TZVPD basis set
H -0.037 2.263 -0.187
N -0.452 1.305 0.082
C -0.769 0.160 -0.035
C 0.230 -1.106 0.043
N 1.314 -0.587 0.001
O 1.758 0.519 0.004
H -1.782 -0.457 0.048
H -0.262 -2.097 0.043
```

The net charge is +1. Its SMILES is [H]/N=C\C=[N+]=O. As for the spin multiplicity: 1. The calculation puts the gap between HOMO and LUMO (spin up / spin down) at 0.33411 / 0.33396 hartree. As for the HOMO energy (spin up / spin down): -16.5269 / -16.5256 eV.



x:
ORCA calculation (ωB97M-V with the def2-TZVPD basis set) on 2 unconnected molecules or ions with the total composition C2H3N2O.

```
8
C2H3N2O ωB97M-V with the def2-TZVPD basis set
C 1.282 0.150 -0.058
C -0.606 -0.778 0.084
N 0.429 1.120 0.014
N -0.742 0.529 0.123
O 0.670 -1.043 -0.015
H 2.347 0.231 -0.163
H -1.362 -1.542 0.139
H -2.017 1.334 -0.125
```

The net charge is +1. As for the spin multiplicity: 1. The calculation puts the gap between HOMO and LUMO at 0.38579 hartree. As for the HOMO energy: -16.9288 eV.



x is the most stable structure; the next one sits 235.6 kJ/mol above it.



w:
ORCA calculation (ωB97M-V with the def2-TZVPD basis set) on C3H7N3O3 in the gas phase.

```
16
C3H7N3O3 ωB97M-V with the def2-TZVPD basis set
N -1.473 2.010 -0.273
C -0.851 0.906 -0.795
O -1.361 0.182 -1.632
O 0.600 1.037 -0.550
C 0.914 -0.255 -0.225
N 1.766 -0.905 -1.063
C 0.085 -0.869 0.689
N -0.276 -0.370 1.923
O -0.053 -2.244 0.619
H -0.902 2.740 0.123
H -2.359 2.246 -0.696
H 2.259 -0.313 -1.720
H 2.141 -1.773 -0.702
H 0.414 -0.546 2.643
H -0.627 0.579 1.971
H -0.277 -2.424 -0.312
```

Its SMILES is NC(=O)O/C(N)=C(\N)O. As for the spin multiplicity: 1. The calculation puts the gap between HOMO and LUMO at 0.28044 hartree. As for the HOMO energy: -6.9950 eV.



x:
ORCA calculation (ωB97M-V with the def2-TZVPD basis set) on C3H7N3O3 in the gas phase.

```
16
C3H7N3O3 ωB97M-V with the def2-TZVPD basis set
N -1.445 1.552 -0.312
C -1.265 0.242 -0.516
O -2.007 -0.476 -1.154
C -0.121 -0.467 0.343
N -0.315 -0.159 1.748
O -0.154 -1.838 0.115
C 1.149 0.168 -0.217
N 1.991 -0.654 -0.845
O 1.243 1.394 -0.196
H -0.684 2.091 0.078
H -2.177 2.025 -0.817
H 0.292 -0.744 2.313
H -0.081 0.808 1.946
H -1.011 -2.011 -0.321
H 2.825 -0.296 -1.281
H 1.759 -1.634 -0.884
```

Its SMILES is NC(=O)C(N)(O)C(N)=O. As for the spin multiplicity: 1. The calculation puts the gap between HOMO and LUMO at 0.37747 hartree. As for the HOMO energy: -9.4963 eV.



x is the most stable structure; the next one sits 261.6 kJ/mol above it.



w:
ORCA calculation (ωB97M-V with the def2-TZVPD basis set) on a gas-phase ion, C9H16N3 (charge +1).

```
28
C9H16N3 ωB97M-V with the def2-TZVPD basis set
N 2.541 0.994 1.442
C 2.694 0.872 0.026
C 3.114 -0.575 -0.274
C 2.266 -1.547 -0.539
N 0.918 -1.298 -0.350
C 0.559 -0.100 -0.388
N -0.865 0.198 0.045
C -1.531 -0.978 0.681
C -3.080 -0.587 0.733
C -3.198 0.532 -0.297
C -1.879 0.561 -1.012
C 1.431 1.077 -0.819
H 1.773 0.417 1.738
H 3.388 0.756 1.941
H 3.416 1.480 -0.404
H 4.198 -0.951 -0.216
H 2.368 -2.626 -0.699
H -0.669 0.788 0.824
H -1.295 -1.322 1.728
H -1.563 -1.910 0.186
H -3.236 -0.507 1.798
H -3.588 -1.417 0.517
H -3.905 0.290 -1.097
H -3.268 1.532 0.271
H -1.712 -0.099 -1.878
H -1.473 1.542 -1.554
H 0.997 1.993 -0.585
H 1.598 0.885 -1.816
```

The net charge is +1. Its SMILES is N[C@H]1C=CN=C([NH+]2CCCC2)C1. As for the spin multiplicity: 1. The calculation puts the gap between HOMO and LUMO at 0.34714 hartree. As for the HOMO energy: -12.6351 eV.



x:
ORCA calculation (ωB97M-V with the def2-TZVPD basis set) on 2 unconnected molecules or ions with the total composition C9H16N3.

```
28
C9H16N3 ωB97M-V with the def2-TZVPD basis set
C 4.326 0.891 2.219
C 2.804 -0.385 0.746
N 2.104 -1.493 0.478
N 3.926 -0.320 1.431
N 2.245 0.751 0.237
H 2.641 -2.365 0.479
H 1.331 -1.549 -0.185
H 4.298 -1.158 1.884
H 2.732 1.538 0.647
H 2.035 0.953 -0.736
H 4.808 1.536 1.459
H 4.970 0.716 3.058
H 3.364 1.301 2.678
C -4.775 -0.926 -1.311
C -0.911 0.798 -0.604
C -1.926 0.941 0.312
C -1.080 0.040 -1.740
C -3.171 0.395 0.111
C -2.359 -0.508 -1.977
C -3.391 -0.412 -1.008
H -0.106 1.508 -0.457
H -1.711 1.464 1.255
H -0.199 -0.001 -2.401
H -3.972 0.423 0.837
H -2.578 -0.932 -2.981
H -4.795 -1.252 -2.358
H -5.491 -0.103 -1.224
H -5.117 -1.852 -0.849
```

The net charge is +1. As for the spin multiplicity: 1. The calculation puts the gap between HOMO and LUMO at 0.30629 hartree. As for the HOMO energy: -11.5219 eV.



x is the most stable structure; the next one sits 276.7 kJ/mol above it.